# 1
Density functional theory data (ωB97M-V/def2-TZVPD) for C2H4N6O in the gas phase.

```
13
Properties=species:S:1:pos:R:3:forces:R:3
N 1.28322 2.04786 1.21940 1.1 2.2 4.8
N 0.98180 1.86089 -0.02470 -2.9 0.2 -3.6
H 1.12253 1.48794 2.12133 -0.4 0.0 -2.7
N -0.10804 -2.10945 1.27121 -0.1 -3.1 3.9
H -0.97466 -2.82033 1.69908 3.6 2.9 -1.9
C -0.36490 -1.16840 0.30804 0.6 0.4 6.8
H 1.34193 3.06168 1.56043 0.3 -1.9 -1.6
H 0.72787 -1.73739 2.06203 -3.9 -1.4 -3.2
N -0.81343 -0.47826 -1.76931 -2.5 -1.3 -4.9
C 0.19408 0.84318 -0.37231 3.3 3.2 3.2
N -0.24214 0.55763 -1.69837 1.7 0.4 3.3
N 0.11428 -0.02190 0.69174 -0.6 -1.4 -2.7
O -1.21282 -1.37974 -0.61089 -0.1 -0.2 -1.2
```
Positions in Å, forces in eV/Å.

Results
multiplicity = 1
molecular weight = 128.10 g mol⁻¹
total energy = -13120.596 eV
E_LUMO = 0.076 eV
HOMO energy = -7.828 eV
frontier orbital gap = 7.904 eV
relative energy (zero: lowest compared OMol25 entry of this formula, charge and spin) = 4.2757 eV

Here are the natural (NBO) charges for atoms 1 to 6, given in e: atom 1 (N): -0.60, atom 2 (N): -0.18, atom 3 (H): 0.38, atom 4 (N): -0.84, atom 5 (H): 0.41, atom 6 (C): 0.68

***

# 2
Density functional theory data (ωB97M-V/def2-TZVPD) for a gas-phase ion, C2H4NO2 (charge -1).

```
9
Properties=species:S:1:pos:R:3:forces:R:3
H 0.58411 -0.94771 -1.17915 -0.5 0.3 -0.5
O 0.95654 1.77565 -0.77043 0.3 -0.2 0.0
H -1.00553 -1.66328 -0.64576 0.0 0.2 -0.5
H 0.37964 -1.60808 0.36946 -0.1 0.4 0.3
N -0.62552 0.28657 0.01841 -0.1 0.6 0.0
H -1.11012 0.23185 0.89737 -0.1 -0.2 0.3
O 0.57325 1.60812 1.45408 0.0 0.2 0.1
C 0.41696 1.32010 0.24895 -0.2 -0.2 -0.1
C -0.16933 -1.00322 -0.39295 0.7 -1.1 0.5
```
Positions in Å, forces in eV/Å.

Results
multiplicity = 1
molecular weight = 74.06 g mol⁻¹
total energy = -7725.321 eV
E_LUMO = 4.435 eV
HOMO energy = -3.589 eV
frontier orbital gap = 8.024 eV
total charge = -1
relative energy (zero: lowest compared OMol25 entry of this formula, charge and spin) = 0.2916 eV

Here are the natural (NBO) charges for atoms 1 to 6, given in e: atom 1 (H): 0.20, atom 2 (O): -0.78, atom 3 (H): 0.16, atom 4 (H): 0.13, atom 5 (N): -0.71, atom 6 (H): 0.35

***

What is the relative energy (zero: lowest compared OMol25 entry of this formula, charge and spin) in the first record?
4.2757 eV

***

Repeat the second record exactly.
Density functional theory data (ωB97M-V/def2-TZVPD) for a gas-phase ion, C2H4NO2 (charge -1).

```
9
Properties=species:S:1:pos:R:3:forces:R:3
H 0.58411 -0.94771 -1.17915 -0.5 0.3 -0.5
O 0.95654 1.77565 -0.77043 0.3 -0.2 0.0
H -1.00553 -1.66328 -0.64576 0.0 0.2 -0.5
H 0.37964 -1.60808 0.36946 -0.1 0.4 0.3
N -0.62552 0.28657 0.01841 -0.1 0.6 0.0
H -1.11012 0.23185 0.89737 -0.1 -0.2 0.3
O 0.57325 1.60812 1.45408 0.0 0.2 0.1
C 0.41696 1.32010 0.24895 -0.2 -0.2 -0.1
C -0.16933 -1.00322 -0.39295 0.7 -1.1 0.5
```
Positions in Å, forces in eV/Å.

Results
multiplicity = 1
molecular weight = 74.06 g mol⁻¹
total energy = -7725.321 eV
E_LUMO = 4.435 eV
HOMO energy = -3.589 eV
frontier orbital gap = 8.024 eV
total charge = -1
relative energy (zero: lowest compared OMol25 entry of this formula, charge and spin) = 0.2916 eV

Here are the natural (NBO) charges for atoms 1 to 6, given in e: atom 1 (H): 0.20, atom 2 (O): -0.78, atom 3 (H): 0.16, atom 4 (H): 0.13, atom 5 (N): -0.71, atom 6 (H): 0.35

***

Look up the multiplicity of the first one.
1

***

Number 1 is which compound?
C2H4N6O